{
  "formula": "C16H16Cl5FNOScSi",
  "method": "wB97M-V/def2-TZVPD",
  "multiplicity": 1,
  "de_lowest_kcal_mol": 5.9,
  "species": ["Sc", "C", "Si", "C", "C", "N", "C", "C", "C", "C", "C", "C", "F", "H", "H", "H", "H", "H", "H", "H", "H", "H", "H", "H", "H", "H", "Cl", "C", "C", "C", "Cl", "C", "Cl", "C", "Cl", "C", "Cl", "C", "O", "H", "H", "H"],
  "positions_angstrom": [[-0.864, -0.559, -0.210], [3.388, -0.758, 1.492], [2.481, -1.048, -0.124], [1.803, -2.788, -0.045], [3.641, -0.949, -1.588], [1.130, 0.060, -0.298], [1.369, 1.429, -0.434], [2.598, 2.099, -0.328], [2.699, 3.473, -0.496], [1.587, 4.252, -0.777], [0.348, 3.634, -0.891], [0.301, 2.278, -0.720], [-0.937, 1.639, -0.827], [4.187, -1.492, 1.621], [2.688, -0.880, 2.323], [3.829, 0.235, 1.581], [2.628, -3.478, 0.150], [1.327, -3.081, -0.981], [1.074, -2.921, 0.760], [4.455, -1.670, -1.483], [4.082, 0.039, -1.722], [3.094, -1.192, -2.502], [3.490, 1.532, -0.105], [3.671, 3.940, -0.402], [1.675, 5.322, -0.902], [-0.558, 4.184, -1.106], [-4.296, 0.451, -1.911], [-4.192, 0.373, -0.169], [-2.971, 0.060, 0.395], [-2.949, 0.011, 1.765], [-1.361, -0.397, 2.454], [-4.031, 0.251, 2.597], [-3.879, 0.162, 4.311], [-5.243, 0.571, 1.991], [-6.625, 0.888, 2.961], [-5.327, 0.632, 0.596], [-6.827, 1.026, -0.150], [-1.510, -3.510, -1.383], [-1.163, -2.253, -0.883], [-2.582, -3.687, -1.266], [-0.967, -4.296, -0.850], [-1.263, -3.583, -2.445]]
}

{
  "formula": "C41H65As2NO13Si3Ti",
  "method": "wB97M-V/def2-TZVPD",
  "total_charge": 2,
  "multiplicity": 1,
  "de_lowest_kcal_mol": 38.8,
  "species": ["Ti", "C", "C", "O", "C", "C", "O", "C", "C", "O", "C", "C", "O", "H", "H", "H", "H", "H", "H", "H", "H", "H", "H", "H", "H", "H", "H", "H", "H", "C", "O", "Si", "C", "C", "C", "Si", "C", "C", "C", "Si", "C", "C", "C", "H", "H", "H", "H", "H", "H", "H", "H", "H", "H", "H", "H", "H", "H", "H", "H", "H", "H", "H", "H", "H", "H", "H", "H", "H", "H", "H", "N", "C", "C", "C", "C", "C", "C", "C", "C", "C", "H", "H", "H", "H", "C", "O", "C", "O", "C", "C", "As", "C", "C", "C", "As", "C", "C", "O", "O", "C", "C", "O", "O", "C", "C", "O", "O", "C", "H", "H", "H", "H", "H", "H", "H", "H", "H", "H", "H", "H", "H", "H", "H", "H", "H", "H"],
  "positions_angstrom": [[-1.466, 0.166, 0.775], [-3.422, 2.125, -0.136], [-4.250, 0.878, 0.230], [-3.461, 0.027, 1.098], [-3.841, -1.378, 1.094], [-2.624, -2.340, 1.271], [-1.328, -1.758, 0.935], [-0.459, -2.434, -0.016], [0.265, -1.438, -0.964], [0.044, -0.047, -0.577], [-0.138, 0.892, -1.669], [-1.378, 1.845, -1.540], [-2.005, 1.825, -0.227], [-3.524, 2.876, 0.641], [-3.788, 2.542, -1.071], [-4.511, 0.331, -0.670], [-5.154, 1.182, 0.755], [-4.352, -1.599, 0.165], [-4.522, -1.543, 1.928], [-2.788, -3.217, 0.651], [-2.560, -2.634, 2.312], [-1.043, -3.123, -0.615], [0.287, -2.983, 0.555], [-0.085, -1.587, -1.979], [1.330, -1.638, -0.924], [-0.254, 0.351, -2.605], [0.773, 1.482, -1.748], [-2.118, 1.564, -2.283], [-1.047, 2.864, -1.734], [0.531, 2.800, 0.982], [-0.177, 1.658, 1.497], [-0.771, 1.752, 3.126], [0.625, 2.219, 4.272], [-1.892, 3.260, 3.145], [-1.516, 0.038, 3.012], [-3.011, -0.010, 4.209], [-3.632, -1.723, 4.682], [-2.539, 0.804, 5.839], [-4.500, 0.976, 3.572], [-0.159, -1.193, 3.619], [0.289, -0.982, 5.433], [-0.493, -3.056, 3.549], [1.388, -0.886, 2.588], [1.411, 2.991, 1.591], [-0.118, 3.678, 0.981], [0.875, 2.601, -0.029], [1.094, 3.147, 3.935], [1.407, 1.466, 4.362], [0.228, 2.404, 5.273], [-1.288, 4.150, 3.335], [-2.624, 3.199, 3.954], [-2.442, 3.435, 2.220], [-2.868, -2.285, 5.225], [-4.007, -2.355, 3.875], [-4.462, -1.578, 5.380], [-1.872, 0.178, 6.432], [-3.443, 0.964, 6.430], [-2.055, 1.778, 5.715], [-4.214, 1.784, 2.897], [-4.998, 1.437, 4.429], [-5.249, 0.352, 3.079], [-0.406, -1.541, 6.066], [0.309, 0.048, 5.788], [1.283, -1.410, 5.593], [-1.386, -3.336, 4.112], [0.349, -3.524, 4.067], [-0.552, -3.521, 2.564], [1.790, 0.115, 2.746], [1.227, -0.987, 1.513], [2.178, -1.591, 2.861], [-5.689, -5.485, -6.549], [-5.196, -4.778, -5.790], [-4.577, -3.907, -4.829], [-3.844, -4.453, -3.776], [-3.266, -3.617, -2.839], [-3.404, -2.229, -2.939], [-4.129, -1.694, -4.006], [-4.711, -2.525, -4.944], [-2.834, -1.373, -1.930], [-2.366, -0.662, -1.063], [-3.736, -5.526, -3.697], [-2.705, -4.051, -2.021], [-4.236, -0.621, -4.094], [-5.277, -2.113, -5.769], [3.254, 5.820, -0.425], [3.243, 4.566, -1.134], [3.503, 3.452, -0.463], [3.627, 3.394, 0.743], [3.488, 2.207, -1.293], [3.564, 2.207, -2.623], [3.139, 0.755, -3.870], [4.911, 0.684, -4.709], [3.336, -0.771, -2.654], [3.569, -0.774, -1.340], [3.374, 0.679, -0.054], [5.233, 0.706, 0.564], [3.972, -2.060, -0.672], [5.020, -2.601, -0.867], [3.071, -2.456, 0.256], [3.353, -3.722, 0.881], [3.147, -2.101, -3.326], [2.741, -3.085, -2.753], [3.371, -2.037, -4.635], [3.233, -3.264, -5.378], [3.926, 3.438, -3.413], [4.957, 4.034, -3.303], [2.986, 3.681, -4.343], [3.217, 4.801, -5.223], [3.939, 6.482, -0.947], [3.576, 5.674, 0.601], [2.248, 6.233, -0.455], [5.105, 1.635, -5.204], [4.916, -0.108, -5.451], [5.682, 0.499, -3.965], [5.910, 0.813, -0.282], [5.452, -0.225, 1.084], [5.368, 1.542, 1.244], [2.804, -3.737, 1.819], [4.419, -3.830, 1.062], [3.023, -4.528, 0.225], [3.210, -2.983, -6.425], [2.320, -3.780, -5.093], [4.087, -3.908, -5.182], [2.813, 4.526, -6.192], [4.279, 5.012, -5.295], [2.695, 5.672, -4.832]]
}

{
  "formula": "C4H10O",
  "method": "wB97M-V/def2-TZVPD",
  "multiplicity": 1,
  "de_lowest_kcal_mol": 33.8,
  "smiles": "C=CCC.O",
  "species": ["C", "C", "C", "C", "H", "H", "H", "H", "H", "H", "H", "H", "H", "H", "O"],
  "positions_angstrom": [[-0.839, -0.100, 1.523], [-0.118, -0.325, 0.188], [1.358, -0.043, 0.350], [2.115, -0.488, 1.357], [-0.360, -0.619, 2.350], [-1.866, -0.468, 1.516], [-0.821, 0.969, 1.735], [-0.281, -1.363, -0.125], [-0.531, 0.266, -0.589], [1.914, 0.181, -0.561], [3.130, -0.125, 1.433], [1.760, -1.263, 2.026], [-1.774, 0.546, -4.307], [-2.183, 1.544, -3.134], [-1.505, 1.288, -3.762]]
}

{
  "formula": "CH4IN2",
  "method": "wB97M-V/def2-TZVPD",
  "total_charge": 1,
  "multiplicity": 1,
  "de_lowest_kcal_mol": 54.1,
  "smiles": "[NH2+]=CNI",
  "species": ["C", "N", "N", "I", "H", "H", "H", "H"],
  "positions_angstrom": [[0.570, -0.308, -0.070], [0.276, 0.315, -1.147], [-0.419, -0.243, 1.301], [-1.343, 1.498, -1.549], [1.446, -0.907, 0.110], [0.913, 0.211, -1.940], [-0.152, -0.817, 2.076], [-1.292, 0.250, 1.220]]
}

{
  "formula": "C2H3FLaO",
  "method": "wB97M-V/def2-TZVPD",
  "total_charge": 1,
  "multiplicity": 1,
  "total_energy_ev": -7740.16723,
  "species": ["La", "O", "C", "C", "H", "H", "F", "H"],
  "positions_angstrom": [[-1.980, 1.681, -1.013], [-0.252, -0.012, -1.112], [0.630, -0.777, -0.503], [1.208, -0.570, 0.694], [0.841, -1.720, -1.035], [2.095, -1.139, 0.971], [-3.260, 2.493, 0.528], [0.717, 0.043, 1.470]]
}